No. 1
A structure of composition C12H24F12O12P2V. Source: the OMol25 dataset; level of theory: ωB97M-V/def2-TZVPD.

Geometry (Å):
V (-0.2840, -0.2070, -0.0820)
P (-0.8131, -3.0811, 0.2028)
F (0.5614, -2.4309, -0.3098)
F (-0.7791, -1.8178, 1.2856)
F (-1.6469, -2.0404, -0.7644)
F (-2.1224, -3.8388, 0.8571)
F (-0.5888, -4.1765, -1.0094)
F (0.1875, -3.9465, 1.1581)
P (-0.7291, 3.2263, -0.5053)
F (-1.5898, 4.5141, -0.9864)
F (0.5067, 4.1494, 0.1427)
F (-1.4765, 3.0923, 0.9750)
F (0.1665, 1.8289, -0.2789)
F (-1.8043, 2.2169, -1.1498)
F (0.0114, 3.3680, -1.9625)
C (-2.7098, 0.3467, 3.2757)
O (-3.7200, 0.2696, 2.3458)
C (-3.4342, 0.2691, 1.0162)
O (-2.3293, 0.3525, 0.4877)
O (-4.5774, 0.2351, 0.4007)
C (-4.7795, 0.1695, -1.0113)
H (-1.9750, -0.4168, 3.0205)
H (-3.1255, 0.1827, 4.2699)
H (-2.4212, 1.3966, 3.3250)
H (-5.8259, -0.0293, -1.2430)
H (-4.1581, -0.5686, -1.5183)
H (-4.6622, 1.1344, -1.5047)
C (3.9337, -2.4082, 0.0571)
O (4.2122, -1.0379, -0.1475)
C (3.2605, -0.1579, -0.4378)
O (1.9987, -0.2589, -0.5033)
O (3.9110, 0.9247, -0.7994)
C (3.2612, 2.1976, -0.5832)
H (2.9245, -2.5204, 0.4534)
H (4.5913, -2.7368, 0.8619)
H (3.9839, -2.9704, -0.8754)
H (4.0954, 2.8986, -0.5552)
H (2.7901, 2.3253, 0.3914)
H (2.4913, 2.5513, -1.2689)
C (1.2231, 2.6700, 2.6739)
O (1.6296, 1.5014, 3.4070)
C (1.1318, 0.2861, 3.0312)
O (0.3824, 0.1169, 2.0992)
O (1.6380, -0.6180, 3.8188)
C (1.3465, -1.9579, 3.6453)
H (0.2577, 2.9839, 3.0709)
H (1.2168, 2.4226, 1.6124)
H (1.8492, 3.4854, 3.0361)
H (0.2985, -2.1302, 3.3999)
H (1.3988, -2.5238, 4.5753)
H (2.0450, -2.3088, 2.8856)
C (-1.5024, 1.2875, -4.1489)
O (-0.6353, 0.2188, -4.4812)
C (-0.1591, -0.5292, -3.4853)
O (-0.1968, -0.3787, -2.2463)
O (0.4128, -1.6171, -4.1558)
C (1.2489, -2.4888, -3.5477)
H (-2.1629, 1.0333, -3.3199)
H (-2.1810, 1.4849, -4.9787)
H (-1.0653, 2.2595, -3.9203)
H (1.6837, -3.2512, -4.1942)
H (0.7186, -2.9782, -2.7308)
H (2.0858, -1.9740, -3.0759)

Output
ΔE to the lowest compared entry with this formula, charge and spin	0.0	kJ/mol
max |F|	4.31	eV Å⁻¹
highest occupied orbital energy (spin up / spin down)	-8.763 / -11.302	eV
Kohn-Sham gap (spin up / spin down)	9.17 / 11.71	eV
expectation value of S²	3.752
2S+1	4

=====

No. 2
A structure of composition C12H24IrN3O2S4. Source: the OMol25 dataset; level of theory: ωB97M-V/def2-TZVPD.

Geometry (Å):
Ir (0.8236, -0.2896, 0.0503)
C (1.3719, 2.6557, -1.4540)
C (0.6301, 2.0133, -2.6048)
S (-0.0621, 0.3564, -2.2558)
C (0.9221, -0.7045, -3.3897)
C (1.4791, -1.9336, -2.7222)
S (2.4647, -1.6726, -1.2185)
C (3.8687, -0.5739, -1.6048)
C (3.5712, 0.8893, -1.8254)
S (2.4974, 1.5850, -0.5177)
H (0.6867, 3.0285, -0.6920)
H (1.9540, 3.5047, -1.8217)
H (1.2324, 1.9279, -3.5073)
H (-0.2254, 2.6432, -2.8528)
H (1.6878, -0.1021, -3.8717)
H (0.2220, -1.0319, -4.1606)
H (2.0812, -2.5064, -3.4315)
H (0.6761, -2.5803, -2.3641)
H (4.3885, -0.9960, -2.4680)
H (4.5108, -0.7085, -0.7326)
H (3.1227, 1.0924, -2.7933)
H (4.5131, 1.4400, -1.7708)
N (1.5015, -2.0467, 1.8874)
C (2.0242, -1.5725, 3.0790)
C (1.9193, 0.5174, 2.9777)
O (2.6036, 0.9444, 3.8309)
O (1.1618, 0.7624, 2.0522)
H (0.5880, -2.4822, 1.9831)
H (2.1459, -2.6339, 1.3716)
H (3.0786, -1.7582, 3.2463)
H (1.3963, -1.6608, 3.9603)
C (-4.6448, -1.2134, 0.2374)
N (-4.0239, -0.2565, 1.1297)
C (-4.8292, 0.6383, 1.9694)
C (-3.7867, 1.3587, 2.8385)
N (-2.5277, 0.8524, 2.2786)
C (-2.7355, -0.0854, 1.3607)
S (-1.5391, -1.0679, 0.6029)
H (-5.5180, -0.7589, -0.2278)
H (-4.9802, -2.0940, 0.7896)
H (-3.9464, -1.5314, -0.5319)
H (-5.5566, 0.0687, 2.5481)
H (-5.3954, 1.3239, 1.3358)
H (-3.8726, 1.0937, 3.8919)
H (-3.8475, 2.4418, 2.7563)
H (-1.6319, 1.1229, 2.6409)

Output
ΔE to the lowest compared entry with this formula, charge and spin	327.3	kJ/mol
max |F|	2.91	eV Å⁻¹
highest occupied orbital energy (spin up / spin down)	-17.625 / -17.630	eV
Kohn-Sham gap (spin up / spin down)	5.80 / 5.66	eV
expectation value of S²	0.795
2S+1	2
total charge	+3

=====

No. 3
The ion C12H24N with charge +1. Source: the OMol25 dataset; level of theory: ωB97M-V/def2-TZVPD.

Geometry (Å):
C (4.4374, 1.2663, 0.8355)
C (3.3331, 0.3904, 1.1181)
C (2.4120, -0.3410, 1.3585)
C (1.2977, -1.2117, 1.6760)
H (1.6329, -2.0059, 2.3501)
H (0.5135, -0.6411, 2.1797)
N (0.7143, -1.8538, 0.4549)
C (1.7186, -2.7672, -0.1216)
H (1.9369, -3.5745, 0.5757)
H (2.6393, -2.2204, -0.3212)
H (1.3495, -3.1969, -1.0509)
C (-0.4753, -2.6304, 0.8398)
H (-0.8978, -3.1230, -0.0344)
H (-0.2063, -3.3899, 1.5722)
H (-1.2316, -1.9822, 1.2767)
C (0.3680, -0.8276, -0.5767)
C (-0.5325, 0.3132, -0.1135)
H (-1.4560, -0.0667, 0.3218)
H (-0.0197, 0.9302, 0.6254)
C (-0.8878, 1.1986, -1.3126)
C (-1.6550, 2.4582, -0.9062)
C (-3.0148, 2.2064, -0.2519)
C (-3.9897, 1.4539, -1.1500)
H (-3.6633, 0.4324, -1.3324)
H (-4.0891, 1.9592, -2.1073)
H (-4.9708, 1.4132, -0.6845)
H (-2.8882, 1.6677, 0.6898)
H (-3.4471, 3.1776, -0.0060)
H (-1.0375, 3.0429, -0.2207)
H (-1.8091, 3.0602, -1.8030)
H (-1.4776, 0.6269, -2.0297)
H (0.0332, 1.5054, -1.8127)
H (-0.1131, -1.3509, -1.4062)
H (1.3075, -0.4023, -0.9361)
H (5.2798, 0.6972, 0.4454)
H (4.7452, 1.7664, 1.7523)
H (4.1433, 2.0193, 0.1058)

Output
structure (SMILES)	CC#CC[N+](C)(C)CCCCCC
ΔE to the lowest compared entry with this formula, charge and spin	0.0	kJ/mol
max |F|	1.01	eV Å⁻¹
highest occupied orbital energy	-13.533	eV
Kohn-Sham gap	11.09	eV
2S+1	1
total charge	+1

=====

No. 4
The molecule C12H24N2O3. Source: the OMol25 dataset; level of theory: ωB97M-V/def2-TZVPD.

Geometry (Å):
C (-1.8015, -1.9948, -0.0300)
C (-0.4687, -1.6606, -0.7223)
C (-2.9675, -1.1544, -0.5412)
C (-2.8373, 0.3612, -0.1702)
C (-4.0988, 1.0447, -0.6858)
C (-2.2824, 0.9329, 1.1447)
C (1.8602, -1.0280, -0.6496)
C (2.6174, -2.1512, -0.0433)
C (2.7401, 0.1685, -0.0047)
C (2.6499, 1.6975, -0.4567)
C (1.0686, 2.0412, -0.3786)
C (3.6798, 2.6106, 0.2574)
H (-2.5089, -2.3299, 1.9225)
H (-1.3807, -1.2287, 1.8312)
H (-2.1377, -2.9717, -0.5341)
H (-3.7983, -1.6180, -0.0611)
H (-3.0894, -1.3073, -1.6083)
H (-1.9838, 0.6957, -0.8123)
H (-3.9382, 2.0744, -0.9063)
H (-4.6304, 0.7885, -1.5808)
H (-4.8706, 1.1619, 0.1084)
H (-1.8541, 1.9433, 1.0940)
H (-2.9756, 0.8622, 1.9866)
H (-1.4582, 0.3537, 1.4774)
H (0.4662, -0.9324, 1.0420)
H (1.8953, -0.9926, -1.7062)
H (3.8726, -0.0916, -0.1171)
H (2.6542, 0.0861, 1.0800)
H (2.7708, 1.5391, -1.5216)
H (0.5673, 1.1619, -0.9286)
H (0.7820, 2.9236, -0.8498)
H (0.8218, 2.0855, 0.6665)
H (3.8380, 2.1922, 1.1782)
H (4.6737, 2.8221, -0.3245)
H (3.2475, 3.6229, 0.5096)
H (4.1622, -3.0352, 0.2547)
N (-1.6020, -2.1520, 1.4798)
N (0.5196, -1.0144, 0.0148)
O (-0.3716, -2.1321, -1.8073)
O (2.2101, -3.0585, 0.7109)
O (3.9582, -2.3164, -0.3182)

Output
structure (SMILES)	CC(C)C[C@H](NC(=O)[C@@H](N)CC(C)C)C(=O)O
ΔE to the lowest compared entry with this formula, charge and spin	350.7	kJ/mol
max |F|	5.78	eV Å⁻¹
highest occupied orbital energy	-9.437	eV
Kohn-Sham gap	10.11	eV
2S+1	1

=====

No. 5
A cluster of 2 separate species, C12H24NO6 in total. Source: the OMol25 dataset; level of theory: ωB97M-V/def2-TZVPD.

Geometry (Å):
C (-1.1440, 2.2371, -0.7265)
O (-1.3573, 0.9215, -1.1423)
C (-2.7485, 0.4334, -0.8104)
N (-2.9873, 0.1047, 0.5003)
C (-3.6683, 1.1067, 1.2668)
C (-3.3910, 0.9003, 2.7563)
C (-1.9264, 1.1486, 3.1242)
C (-0.9988, 0.1607, 2.4498)
O (0.2409, 0.0660, 3.2189)
C (1.1998, -0.7452, 2.7706)
C (0.8236, -1.8132, 1.7662)
O (2.3223, -0.6358, 3.1988)
H (-1.9498, 2.9066, -1.0707)
H (-0.1966, 2.5895, -1.1498)
H (-1.0867, 2.3315, 0.3694)
H (-2.8162, -0.4213, -1.4982)
H (-3.4078, 1.2476, -1.2011)
H (-3.3485, 2.1482, 1.0293)
H (-4.7757, 1.1146, 1.1321)
H (-4.0342, 1.5519, 3.3615)
H (-3.6431, -0.1369, 3.0130)
H (-1.6530, 2.1694, 2.8331)
H (-1.7831, 1.0621, 4.2071)
H (-1.4798, -0.8128, 2.3603)
H (-0.7487, 0.4751, 1.4392)
H (1.7485, -2.1924, 1.3361)
H (0.1703, -1.4519, 0.9719)
H (0.3139, -2.6304, 2.2815)
C (2.3579, 0.8621, -1.0211)
C (3.2487, -0.3465, -0.8400)
O (2.7587, -1.4796, -1.5900)
C (3.0326, -1.4751, -2.8848)
O (3.7090, -0.6719, -3.4800)
O (2.4792, -2.5636, -3.4339)
C (2.6749, -2.6773, -4.8423)
H (1.3229, 0.6209, -0.7706)
H (2.6972, 1.6633, -0.3629)
H (2.3889, 1.2198, -2.0500)
H (3.2334, -0.6825, 0.1953)
H (4.2798, -0.1506, -1.1332)
H (3.7328, -2.6190, -5.0929)
H (2.1376, -1.8874, -5.3658)
H (2.2716, -3.6482, -5.1153)

Output
ΔE to the lowest compared entry with this formula, charge and spin	0.0	kJ/mol
max |F|	0.44	eV Å⁻¹
highest occupied orbital energy	-2.657	eV
Kohn-Sham gap	5.42	eV
2S+1	1
total charge	-1